A molecular structure, C22H24I2N3OPd, computed with ωB97M-V with the def2-TZVPD basis set.

Structure (XYZ):
```
53
Properties=species:S:1:pos:R:3:forces:R:3
H 0.620 2.100 3.721 -0.062 0.002 0.066
I 6.093 1.804 3.873 0.003 0.002 0.044
O 1.895 -0.119 0.021 0.215 -0.390 -0.406
C -0.017 1.956 2.844 -0.030 0.084 -0.087
H 1.037 -1.251 2.497 -0.007 -0.074 0.013
C -4.986 -0.128 0.019 -0.023 -0.037 -0.010
H -4.949 -2.064 0.933 0.003 0.015 -0.027
H 1.069 4.448 3.049 0.021 -0.014 -0.018
C 3.409 0.759 3.086 0.252 0.067 0.055
C -3.583 -4.183 -0.793 -0.013 -0.082 -0.019
H -1.021 2.275 3.126 -0.050 0.019 -0.020
H -3.435 -4.930 -1.569 0.033 -0.007 0.008
H -1.781 -4.548 0.095 0.018 -0.013 0.015
H 1.832 5.906 1.190 -0.003 0.005 -0.001
C -2.854 0.763 -0.646 -0.223 0.007 -0.241
C 2.435 0.334 2.277 -0.099 -0.043 -0.208
C 1.151 -0.228 2.854 -0.002 0.137 -0.174
H -0.470 -2.844 -1.056 0.038 -0.009 0.034
H 1.264 -0.267 3.940 0.041 0.049 0.023
H -0.859 0.097 2.975 0.046 0.014 0.092
H -2.941 -3.200 1.599 0.027 -0.020 0.035
H 0.658 2.826 -1.539 0.002 -0.030 -0.022
N 0.363 2.428 0.471 0.343 0.113 -0.192
C -2.343 -2.717 0.829 -0.056 0.100 0.106
C 1.009 4.110 2.022 0.025 0.026 0.102
C 4.990 1.239 1.184 -0.116 -0.029 0.246
H -6.060 -0.033 0.101 0.012 0.026 0.042
C -2.969 -1.425 0.403 -0.076 -0.088 -0.050
C 1.429 4.924 0.983 0.022 0.051 0.014
I 4.379 0.875 -1.701 -0.094 -0.039 0.118
H 1.647 5.070 -1.160 -0.030 0.011 0.009
H -1.949 -2.496 -1.991 -0.010 0.015 0.033
H -1.331 -2.571 1.203 0.111 -0.067 -0.028
C 1.323 4.467 -0.324 -0.039 -0.031 -0.036
C 0.777 3.216 -0.537 -0.001 0.088 0.240
H 5.951 1.595 0.839 0.015 0.004 0.063
H -4.115 -3.329 -1.200 0.024 0.017 -0.003
C -2.252 -0.358 -0.126 0.659 0.433 1.305
N -2.240 -3.728 -0.304 -0.104 0.038 -0.070
H -4.137 -4.619 0.035 0.013 0.017 0.023
C -1.399 -3.255 -1.442 -0.015 -0.010 -0.041
C 2.708 0.308 0.799 0.363 0.277 0.591
C 4.044 0.821 0.303 -0.106 -0.011 -0.232
C 0.487 2.859 1.727 -0.066 -0.156 -0.055
C 4.695 1.208 2.564 0.105 0.039 0.062
C -4.357 -1.271 0.487 -0.032 -0.053 -0.165
H -4.723 1.760 -0.978 -0.011 -0.029 0.004
C -4.241 0.878 -0.578 0.002 -0.013 -0.223
H 3.264 0.753 4.160 0.105 0.060 0.001
H -1.188 -4.098 -2.095 -0.018 -0.018 0.002
N -0.078 0.524 2.491 -0.029 -0.335 -0.298
H -2.275 1.548 -1.128 0.047 0.139 0.208
Pd -0.379 0.217 0.222 -1.230 -0.256 -0.930
```
Positions in Å, forces in eV/Å.

Calculated values
HOMO energy in eV: -16.7844
E in eV: -49372.8509
Charge: +3
LUMO in Eh: -0.4388
2S+1: 1
Energy above the lowest of the compared OMol25 structures with the same formula, charge and spin in kJ/mol: 122.7

13 unconnected molecules or ions with the total composition C4H33NO13S, computed with ωB97M-V with the def2-TZVPD basis set.

Structure (XYZ):
```
52
Properties=species:S:1:pos:R:3:forces:R:3
C 0.072 -0.490 -0.229 -0.680 -0.045 0.342
O -1.191 -3.679 1.437 -0.215 0.164 -0.058
H -3.543 1.579 -0.860 -0.025 0.030 -0.469
O -2.230 -0.809 2.273 -0.609 0.206 -0.050
H -0.228 2.908 -3.386 -0.147 0.046 0.029
H 0.323 -0.831 -4.170 -0.488 0.927 -0.045
S 2.081 3.058 0.985 0.202 -0.157 -1.125
H 3.244 -0.499 -2.137 -0.287 0.058 -0.195
O 3.427 -1.598 1.467 -0.059 -0.195 0.003
O 1.697 -3.442 -1.127 -0.665 -0.794 -1.285
H 0.260 -0.699 2.624 0.039 0.503 0.398
O -2.311 3.937 0.630 0.062 -0.020 0.280
H -0.615 -0.579 -1.074 0.234 -0.124 -0.302
H -2.739 2.837 -0.628 0.315 -0.261 -0.081
H 3.531 -0.873 2.092 0.031 0.003 -0.048
H -1.364 2.614 -2.361 0.000 -0.390 -0.071
H 0.500 0.307 -2.974 -0.920 0.224 -0.841
H -1.049 2.194 3.189 -0.038 0.053 0.031
H 0.546 1.351 -1.195 -0.007 0.158 0.320
O -2.370 -3.083 -1.459 -0.052 0.530 0.265
H -1.370 4.113 0.498 -0.070 0.060 -0.020
O -0.493 2.321 -2.671 0.243 0.255 -0.527
H -0.621 -0.799 0.588 0.749 0.413 0.064
H 0.354 -2.177 -2.134 -0.340 -0.536 -0.103
C 0.481 0.981 -0.172 0.373 0.324 0.292
H 1.820 -1.558 0.366 0.063 -0.212 -0.086
H 0.874 -1.971 2.830 0.610 -0.016 0.523
H -0.306 -3.972 1.675 0.028 -0.114 -0.105
H -1.552 1.157 2.179 0.163 0.131 0.067
H -1.083 -3.224 0.593 0.268 0.034 -0.013
H 2.646 0.924 -2.032 -0.097 -0.156 -0.234
H -3.450 -1.808 -0.419 -0.012 0.688 -0.442
H -1.827 -3.508 -2.130 -0.085 -0.380 0.302
O -1.646 2.083 2.442 0.049 -0.396 0.221
O 0.988 -1.061 3.154 -0.738 -0.481 -0.856
H -0.325 1.521 0.336 0.018 0.129 -0.429
H 1.651 0.943 1.622 -0.091 -0.098 -0.220
N 1.148 -1.445 -0.387 -1.705 0.230 -0.897
H -2.607 -3.692 -0.753 0.286 -0.648 -0.419
O 0.753 -0.531 -3.370 1.251 -0.713 0.462
H 2.640 0.730 0.235 -0.292 0.798 -0.133
H -2.297 3.309 1.388 0.098 0.372 -0.369
H 4.160 -1.558 0.844 0.039 0.124 0.094
H -2.893 -0.120 2.116 -0.040 -0.111 0.100
C 1.773 1.307 0.584 -0.297 -0.955 1.716
C 0.989 -2.461 -1.300 2.347 0.625 2.493
O -2.755 2.026 -1.198 -0.579 0.149 0.585
H -2.744 -1.598 2.043 0.495 -0.084 0.101
O -3.805 -0.905 -0.408 -0.299 -0.055 0.491
O 3.288 0.326 -1.646 0.768 -0.005 -0.079
H 2.532 3.452 -0.237 -0.181 -0.036 0.456
H -3.060 -0.323 -0.591 0.289 -0.253 -0.134
```
Positions in Å, forces in eV/Å.

Calculated values
HOMO energy in eV: -9.0326
E in eV: -43626.6115
LUMO in Eh: 0.0017
2S+1: 1
Energy above the lowest of the compared OMol25 structures with the same formula, charge and spin in kJ/mol: 226.6

C18H25N5O7S in the gas phase, computed with ωB97M-V with the def2-TZVPD basis set.

Structure (XYZ):
```
56
Properties=species:S:1:pos:R:3:forces:R:3
H -0.486 4.907 -4.035 -0.131 0.200 -0.036
C -0.074 5.521 -3.235 0.061 0.293 -0.570
H 1.734 5.897 -4.343 -0.047 0.088 -0.021
C 1.376 -3.091 3.414 -0.017 -0.142 0.005
H -2.091 -4.471 3.981 0.140 0.117 0.106
H 1.614 -4.963 2.328 -0.009 0.078 0.175
H 1.741 -5.118 4.086 0.044 0.038 -0.122
C 0.029 0.174 0.289 0.007 0.155 -0.157
H 2.811 1.499 -1.174 0.160 -0.051 0.054
O 1.617 7.181 -2.729 -0.093 0.175 0.047
C -0.937 0.951 -0.403 1.300 0.238 -0.382
S 1.288 3.267 -2.859 -0.421 -0.276 0.630
H -0.741 -3.812 4.924 -0.097 -0.001 -0.038
H -1.316 -0.892 1.377 0.444 0.111 -0.111
H -2.932 -8.412 3.407 -0.073 -0.040 0.071
N 0.623 -1.465 1.863 0.889 -0.005 -0.001
C -0.613 -5.974 2.474 -0.090 -0.069 0.113
C -1.123 -2.761 3.059 -0.051 0.042 0.034
H 3.031 5.724 -2.349 -0.049 0.133 0.089
H -1.631 -1.952 3.593 -0.051 0.070 -0.032
C 1.772 1.325 -0.939 -0.092 0.032 -0.045
H -1.689 -2.958 2.142 -0.050 0.013 0.006
O -2.732 -0.010 0.628 -0.173 -0.109 0.093
H -1.265 2.465 -1.886 -0.100 0.013 0.042
H 1.342 -2.813 4.471 0.049 0.027 0.036
H -2.856 -9.290 1.872 -0.056 -0.118 -0.046
C 2.251 6.297 -1.830 0.074 -0.202 0.240
H -1.364 -8.756 2.657 0.050 -0.070 0.008
H 2.112 -0.198 0.529 0.058 0.021 -0.018
N -0.317 -0.752 1.207 -1.198 -0.483 0.492
C 0.284 -2.357 2.704 -0.158 0.146 -0.121
C 0.988 6.477 -3.779 -0.279 -0.120 -0.081
H -3.505 -6.911 1.474 0.140 -0.014 -0.008
O 0.671 2.921 -4.104 -0.280 0.122 -0.088
H -0.875 6.081 -2.742 0.045 -0.063 -0.027
O -3.083 1.571 -0.777 -0.158 0.029 -0.035
C 0.808 2.070 -1.617 0.286 0.410 -0.354
H 0.542 7.233 -4.427 0.021 -0.112 -0.039
N 0.505 4.620 -2.255 0.307 -0.853 -0.481
C 1.203 -4.610 3.277 0.427 -0.190 -0.045
C -1.097 -4.031 3.913 -0.297 0.085 -0.035
N -0.199 -4.988 3.310 -0.138 0.136 0.031
C 1.244 5.317 -1.220 0.432 0.319 0.260
H 2.342 -2.789 3.014 -0.028 0.015 0.063
O 0.142 -6.666 1.835 0.070 -0.273 -0.248
O 2.719 3.394 -2.816 -0.031 -0.013 0.227
C 1.391 0.397 -0.007 -0.029 -0.024 0.000
C -2.402 -8.499 2.461 0.081 0.417 -0.057
H 2.702 6.922 -1.057 0.009 -0.108 -0.005
N -2.334 0.832 -0.175 -0.652 0.068 0.035
O -1.959 -6.098 2.459 0.115 0.267 0.196
H 1.759 4.568 -0.617 0.019 0.140 0.208
C -2.472 -7.188 1.693 -0.046 -0.470 -0.310
H 0.521 5.855 -0.599 0.060 -0.081 -0.002
C -0.523 1.888 -1.357 -0.229 -0.169 0.143
H -1.901 -7.267 0.762 -0.167 0.058 0.113
```
Positions in Å, forces in eV/Å.

Calculated values
HOMO energy in eV: -8.5511
E in eV: -51686.4729
Structure (SMILES): CCOC(=O)N1CCC(=NNc2ccc(S(=O)(=O)N3CCOCC3)cc2[N+](=O)[O-])CC1
LUMO in Eh: -0.0294
2S+1: 1

Q: 2S+1 of number 1 (C22H24I2N3OPd)?
A: 1

Q: Among the records above, which one has the lowest HOMO energy?
A: C22H24I2N3OPd

Q: The highest E belongs to which entry?
A: C4H33NO13S

Q: LUMO of number 2 (C4H33NO13S)?
A: 0.0017 Eh